97
Properties=species:S:1:pos:R:3 method="wB97M-V/def2-TZVPD" de_lowest_kcal_mol=0.00 energy_ev=-327425.4363 homo_lumo_gap_ev=5.68 charge=-1 e_homo_ev=-3.74
I 0.4588 -3.2295 3.9908
I -2.8829 2.0396 -0.7226
Sr -0.0927 0.9961 1.5717
Br 1.0104 -5.3795 6.7648
Br -1.6140 5.1344 0.3860
Br -5.7785 -5.0659 -1.4352
P 1.2436 1.0652 -2.5228
P 2.1406 2.1243 3.2232
P 2.8544 -0.6304 2.0991
F -3.5845 0.7734 2.3713
F -2.8342 2.8565 2.7038
O -0.3973 0.6722 -2.0421
O 2.5427 -0.1368 4.6091
O 0.8450 1.9201 3.9403
O -1.5397 -0.5961 0.4470
O 3.7313 -1.9361 2.4125
O -2.0290 -2.4739 1.5494
O 2.0270 2.4063 1.7551
O 0.7106 0.9952 -1.0274
O 3.6609 -0.0342 0.8635
O 1.4312 -0.9604 1.8551
O 3.1016 3.2038 3.9316
N 1.5694 -0.3936 -3.3217
N -3.2732 -2.2107 -3.0008
N 1.3395 -1.7940 -1.4826
C -5.6684 5.8803 0.3586
C 1.0146 3.5840 -3.7175
C -4.4683 -3.6950 -1.5820
C -2.4409 1.4640 2.8629
C -0.4927 4.0661 -5.5245
C -1.6478 -5.3051 3.5475
C 4.6305 2.7038 -0.8649
C 2.0608 -4.0030 -2.9815
C -5.4082 3.6360 -0.4517
C -0.6177 -4.9634 4.4214
C 0.6397 2.2471 -3.7598
C -2.1546 -7.2399 4.8886
C -6.2241 4.7068 -0.1310
C -0.8583 2.7261 -5.5802
C -2.6430 -1.7530 -1.9168
C 5.4705 2.8241 -1.9585
C -4.2965 5.9772 0.5126
C 4.5865 0.7576 3.7336
C 2.9189 1.7511 -2.2642
C -3.8014 -3.2402 -0.4631
C 2.0481 -2.7491 -3.5569
C -0.3730 -5.7680 5.5277
C -0.3102 1.8222 -4.6875
C -3.4830 4.9025 0.1798
C -4.0264 3.7167 -0.2986
C -2.8659 -2.2316 -0.6319
C -4.1806 -3.1661 -2.8295
C -2.4082 -6.4405 3.7831
C -1.1376 -6.9034 5.7634
C 0.4327 4.4962 -4.5871
C -2.0720 -1.7230 0.5672
C 1.3395 -3.0141 -0.9457
C 1.6598 -1.6676 -2.7585
C 3.1006 0.5424 3.4856
C 5.0334 2.4211 -3.2178
C 3.7639 1.8924 -3.3686
C 3.3552 2.1701 -1.0143
C 1.6908 -4.1526 -1.6505
H 1.6709 -5.1222 -1.1737
H -0.9452 4.7767 -6.2043
H -5.8394 2.7130 -0.8145
H 1.9245 -0.3124 -4.2603
H -2.5546 1.3346 3.9544
H 5.0638 1.2087 2.8626
H 2.5806 3.8249 4.4556
H 6.4636 3.2386 -1.8387
H 5.0669 -0.1969 3.9515
H -0.6420 0.7898 -4.6821
H 1.7450 3.9227 -2.9933
H -1.8639 -4.6527 2.7080
H -1.5964 2.3930 -6.2982
H 1.6564 0.2427 4.7533
H 3.4239 1.6164 -4.3609
H 0.7014 5.5425 -4.5259
H -3.8460 6.8824 0.8955
H 4.2370 -0.6759 0.4311
H -6.2988 6.7180 0.6272
H -3.2083 -6.6922 3.0984
H 3.2621 -2.5529 2.9967
H -7.2959 4.6178 -0.2529
H 4.7130 1.4227 4.5848
H -0.9289 -7.5129 6.6318
H 2.3460 -4.8639 -3.5734
H -1.9032 -0.9782 -2.0609
H 1.0363 -3.0599 0.0944
H -3.9804 -3.6384 0.5260
H 2.3074 -2.6047 -4.5984
H 4.9549 3.0280 0.1158
H 2.7081 2.0965 -0.1439
H -4.6960 -3.5290 -3.7115
H 5.6798 2.5294 -4.0796
H -2.7502 -8.1244 5.0772